Entry 1:
Molecular formula: C2H2FN
Method: DFT, ωB97M-V/def2-TZVPD

Energy above the lowest of the compared OMol25 structures with the same formula, charge and spin (kcal per mole): 84.5
2S+1: 1
Charge: 0
Gap between HOMO and LUMO (alpha / beta) (hartree): 0.342 / 0.341
Strongest force on any atom (eV/A): 5.4
HOMO (alpha / beta) (eV): -10.87 / -10.74
Electronic energy (a.u.): -231.863585

XYZ file:
```
6
Properties=species:S:1:pos:R:3:lowdin_charge:R:1
C 0.25 -0.98 0.22 -0.2653
C 0.08 0.35 -0.07 -0.2377
N 0.34 -2.08 0.47 0.1935
F -0.10 0.64 -1.39 -0.0497
H -1.59 1.11 0.62 0.2358
H 1.02 0.96 0.14 0.1234
```

Entry 2:
Molecular formula: C2H2FN2O4
Method: DFT, ωB97M-V/def2-TZVPD

2S+1: 3
Charge: -1
<S²>: 2.01
Gap between HOMO and LUMO (alpha / beta) (hartree): 0.171 / 0.275
Strongest force on any atom (eV/A): 7.1
HOMO (alpha / beta) (eV): -1.13 / -5.10
Electronic energy (a.u.): -587.433786

XYZ file:
```
11
Properties=species:S:1:pos:R:3:lowdin_charge:R:1
C -1.04 -0.22 -1.81 -0.5138
C -0.45 0.78 -1.02 -0.0932
N 0.63 -0.19 0.87 0.1037
N 0.84 -0.39 2.09 -0.6529
O -1.63 -1.20 -2.11 0.1364
O 0.28 0.49 2.74 -0.0782
O -1.01 1.01 -2.34 0.0673
O 1.71 -1.17 2.51 -0.0968
F 1.16 -1.29 0.05 -0.1173
H -1.10 1.14 -0.12 0.1469
H 0.60 1.03 -0.85 0.0979
```

Entry 3:
Molecular formula: C2H2FN3O
Method: DFT, ωB97M-V/def2-TZVPD

SMILES: O[C@]1(F)C=NN=N1
Energy above the lowest of the compared OMol25 structures with the same formula, charge and spin (kcal per mole): 52.0
2S+1: 1
Charge: 0
Gap between HOMO and LUMO (hartree): 0.344
Strongest force on any atom (eV/A): 4.5
HOMO (eV): -10.32
Electronic energy (a.u.): -416.674297

XYZ file:
```
9
Properties=species:S:1:pos:R:3:lowdin_charge:R:1
C -0.80 0.63 0.61 0.0147
C 0.15 -0.41 -0.28 -0.5230
N -0.13 1.71 0.81 0.0337
N 1.33 0.48 -0.31 0.0950
N 1.11 1.57 0.19 -0.0042
O -0.12 -1.05 -1.40 0.1176
F 0.20 -1.38 0.74 0.0226
H -1.77 0.47 0.98 0.0997
H 0.03 -2.01 -1.35 0.1439
```

Entry 4:
Molecular formula: C2H2FNO
Method: DFT, ωB97M-V/def2-TZVPD

Energy above the lowest of the compared OMol25 structures with the same formula, charge and spin (kcal per mole): 72.4
2S+1: 1
Charge: 0
Gap between HOMO and LUMO (alpha / beta) (hartree): 0.345 / 0.345
Strongest force on any atom (eV/A): 4.1
HOMO (alpha / beta) (eV): -10.12 / -10.12
Electronic energy (a.u.): -307.131629

XYZ file:
```
7
Properties=species:S:1:pos:R:3:lowdin_charge:R:1
C 1.29 -0.38 -0.12 -0.1482
C -0.06 0.15 0.01 -0.4986
N 2.28 -0.96 -0.28 0.1829
O -0.76 -0.13 1.13 0.0493
F -0.27 1.43 -0.27 0.0482
H -0.89 -0.53 -1.53 0.1977
H -1.60 0.43 1.05 0.1686
```